1.
DFT (ωB97M-V/def2-TZVPD) results for 18 unconnected molecules or ions with the total composition C42H118N2O18 at a distorted geometry.

The HOMO-LUMO gap comes out at 8.44 eV. Its net charge is 0.

Last column: Löwdin charge in e.
Geometry (Å):
O (-4.259, 6.749, -30.816)  -0.066
O (-6.459, 2.455, -24.886)  -0.048
O (-7.244, -0.198, -22.216)  -0.053
O (-9.740, 4.666, -17.708)  -0.046
O (-14.248, 10.199, -21.602)  -0.051
O (-4.121, 2.954, -28.207)  -0.076
O (-7.399, 15.693, -25.864)  -0.055
O (-13.312, 7.226, -24.303)  -0.053
O (-8.464, 4.997, -28.731)  -0.054
O (-1.790, 1.866, -17.405)  -0.052
O (0.701, 9.833, -16.834)  -0.065
O (-6.070, 8.395, -14.639)  -0.055
O (-3.966, -0.446, -19.257)  -0.045
O (-4.464, 4.536, -15.794)  -0.054
O (4.334, 8.185, -24.211)  0.000
O (-11.748, 9.007, -27.068)  -0.046
O (-6.137, 5.379, -21.678)  -0.014
O (-5.578, 14.528, -29.787)  -0.043
N (-5.269, 6.160, -22.514)  -0.084
N (3.960, 6.800, -24.118)  -0.115
C (-7.168, 7.241, -23.589)  -0.062
C (3.861, 4.512, -22.906)  -0.144
C (-3.428, 1.986, -30.302)  -0.078
C (-7.550, 15.009, -24.650)  -0.512
C (3.879, 6.103, -25.459)  -0.459
C (-2.879, 8.235, -29.524)  -0.045
C (-0.114, 8.990, -16.016)  -0.522
C (2.950, 6.993, -26.241)  -0.073
C (-11.670, 6.053, -17.448)  -0.057
C (-3.429, 8.079, -23.727)  -0.178
C (-4.201, 14.329, -29.793)  -0.509
C (-11.161, 4.853, -19.616)  -0.068
C (3.562, 6.599, -21.687)  -0.038
C (-5.874, 9.906, -16.443)  -0.055
C (3.294, 4.648, -25.338)  -0.130
C (-3.367, 1.847, -28.790)  -0.447
C (-4.934, 8.207, -23.997)  -0.134
C (0.497, 7.621, -16.150)  -0.059
C (-3.808, 13.935, -31.186)  -0.072
C (-5.807, 7.493, -22.928)  -0.496
C (-1.915, 1.922, -28.253)  -0.057
C (-13.319, 11.225, -21.681)  -0.520
C (3.945, 3.818, -24.229)  -0.206
C (-3.411, 4.443, -22.365)  -0.050
C (-3.189, 8.352, -32.084)  -0.074
C (-8.293, 13.651, -24.831)  -0.040
C (-7.679, 10.187, -14.483)  -0.030
C (-0.175, 9.702, -14.719)  -0.062
C (-6.090, 8.509, -21.790)  -0.032
C (-2.951, 6.622, -23.435)  -0.117
C (5.219, 6.036, -26.315)  -0.022
C (-3.761, 5.988, -22.257)  -0.432
C (-12.087, 10.627, -21.049)  -0.071
C (-3.042, 7.454, -30.853)  -0.477
C (-6.835, 9.201, -15.447)  -0.485
C (-8.316, 15.880, -23.701)  -0.076
C (4.392, 6.021, -22.933)  -0.427
C (5.962, 5.973, -22.804)  -0.017
C (-3.344, 6.483, -20.834)  -0.013
C (-13.191, 11.648, -23.144)  -0.044
C (-10.570, 5.558, -18.430)  -0.497
C (-3.955, 13.134, -28.830)  -0.057
H (-5.214, 10.543, -15.853)  0.074
H (0.543, 7.267, -17.180)  0.082
H (1.501, 9.773, -16.306)  0.071
H (-7.640, 8.110, -24.047)  0.083
H (-7.038, 6.519, -24.395)  0.078
H (-7.562, 8.548, -15.929)  0.122
H (-3.444, -1.172, -19.600)  0.033
H (6.308, 5.564, -21.855)  0.080
H (-11.354, 6.531, -16.521)  0.072
H (-9.959, 6.413, -18.720)  0.129
H (-6.639, 9.360, -22.194)  0.083
H (-9.835, 3.937, -18.326)  0.063
H (6.282, 5.360, -23.646)  0.070
H (-4.522, 12.239, -29.086)  0.076
H (4.985, 3.672, -24.522)  0.097
H (-9.151, 13.873, -25.466)  0.081
H (-8.283, 4.826, -27.807)  0.024
H (3.621, 6.014, -20.768)  0.075
H (3.363, 4.073, -26.261)  0.116
H (-1.939, 1.945, -27.164)  0.070
H (-11.750, 5.474, -20.291)  0.087
H (-14.007, 9.485, -22.197)  0.083
H (-4.466, 2.149, -30.591)  0.083
H (-2.920, 12.807, -28.929)  0.070
H (-12.466, 5.334, -17.255)  0.075
H (-2.369, 6.112, -20.519)  0.086
H (-8.398, 4.139, -29.151)  0.028
H (4.592, 4.035, -22.254)  0.110
H (-7.020, 10.510, -13.678)  0.072
H (-5.851, 14.747, -28.893)  0.086
H (5.110, 6.205, -27.386)  0.076
H (-4.164, 12.931, -31.420)  0.079
H (1.526, 7.707, -15.802)  0.078
H (-5.097, 9.284, -23.976)  0.114
H (-12.910, 10.822, -23.797)  0.078
H (-11.791, 9.701, -21.543)  0.078
H (-1.870, 6.672, -23.306)  0.117
H (-4.063, 6.202, -20.064)  0.073
H (-12.860, 7.783, -24.936)  0.005
H (-1.082, 8.922, -16.512)  0.138
H (6.393, 6.974, -22.823)  0.070
H (-7.951, 6.834, -22.949)  0.076
H (-11.758, 4.001, -19.292)  0.092
H (-3.869, 0.913, -28.538)  0.132
H (-5.229, 7.880, -24.994)  0.113
H (-3.774, 3.997, -23.291)  0.065
H (-5.250, 9.211, -17.005)  0.068
H (0.785, 9.689, -14.201)  0.086
H (-7.726, 12.822, -25.254)  0.066
H (-2.725, 13.923, -31.303)  0.081
H (-2.216, 6.772, -31.055)  0.136
H (-2.274, 8.914, -32.271)  0.073
H (-6.341, 10.621, -17.121)  0.067
H (-3.172, 1.019, -30.735)  0.075
H (-5.159, 8.882, -21.363)  0.068
H (2.893, 4.394, -22.419)  0.113
H (-8.061, 11.015, -15.080)  0.062
H (3.495, 2.826, -24.269)  0.113
H (-2.372, 4.176, -22.171)  0.081
H (-2.237, 7.649, -28.866)  0.068
H (2.218, 4.590, -25.171)  0.115
H (-12.235, 6.888, -17.864)  0.066
H (-1.469, 2.874, -28.541)  0.076
H (-10.335, 4.542, -20.256)  0.083
H (-7.311, -1.066, -22.615)  0.029
H (3.863, 7.632, -21.519)  0.067
H (-3.746, 4.017, -16.154)  0.018
H (-5.955, 5.721, -20.799)  0.072
H (5.718, 5.089, -26.110)  0.066
H (-6.621, 7.984, -20.996)  0.077
H (-4.733, -0.411, -19.828)  0.029
H (-2.360, 1.378, -18.000)  0.009
H (-6.908, 0.362, -22.916)  0.015
H (-4.940, 7.419, -30.908)  0.082
H (-6.796, 16.433, -25.760)  0.090
H (-2.735, 2.610, -30.865)  0.081
H (5.864, 6.886, -26.091)  0.067
H (-4.020, 3.779, -21.752)  0.066
H (-5.176, 3.908, -15.670)  0.030
H (-12.311, 8.960, -27.841)  0.035
H (-1.361, 1.192, -16.877)  0.030
H (-8.610, 13.174, -23.904)  0.071
H (-3.071, 6.001, -24.322)  0.109
H (-12.173, 10.363, -19.994)  0.078
H (-7.845, 16.853, -23.564)  0.075
H (-6.493, 3.125, -24.204)  0.023
H (-0.908, 9.180, -14.105)  0.085
H (-11.018, 9.566, -27.336)  0.033
H (-2.261, 9.126, -29.642)  0.067
H (2.006, 7.097, -25.706)  0.087
H (-3.190, 7.721, -32.973)  0.078
H (2.505, 6.711, -21.929)  0.075
H (-2.915, 8.556, -24.562)  0.103
H (0.052, 6.784, -15.613)  0.080
H (-3.816, 8.534, -29.054)  0.078
H (5.283, 8.081, -24.316)  0.069
H (-13.630, 12.037, -21.025)  0.140
H (-3.627, 15.230, -29.582)  0.133
H (-12.534, 12.500, -23.321)  0.073
H (-4.024, 3.685, -28.822)  0.072
H (-6.528, 14.894, -24.288)  0.131
H (-4.176, 14.637, -31.935)  0.083
H (-0.528, 10.723, -14.866)  0.090
H (-4.021, 9.054, -32.129)  0.082
H (-11.259, 11.333, -21.112)  0.073
H (-5.848, 7.580, -15.095)  0.092
H (-3.436, 7.557, -20.991)  0.060
H (-8.584, 9.711, -14.106)  0.063
H (-1.295, 1.080, -28.560)  0.075
H (-14.183, 12.037, -23.374)  0.080
H (-9.284, 16.150, -24.124)  0.088
H (-3.110, 8.766, -22.943)  0.101
H (-5.753, 2.739, -25.467)  0.023
H (2.680, 6.552, -27.201)  0.082
H (3.367, 7.975, -26.462)  0.082
H (-4.147, 13.302, -27.770)  0.070
H (-8.347, 15.434, -22.707)  0.084
H (-12.909, 6.364, -24.412)  0.031


2.
DFT (ωB97M-V/def2-TZVPD) results for 19 unconnected molecules or ions with the total composition C42H118N4O19 at a distorted geometry.

The HOMO-LUMO gap comes out at 8.17 eV. Its net charge is 0.

Last column: Löwdin charge in e.
Geometry (Å):
O (25.519, -7.724, 11.281)  -0.130
O (18.886, -15.990, 14.058)  0.000
O (19.277, -8.530, 12.739)  0.000
O (23.633, -5.997, 10.345)  -0.042
O (21.439, -7.271, 7.639)  -0.124
O (19.212, -0.970, 12.851)  -0.125
O (16.993, -10.262, 17.230)  -0.111
O (24.099, -11.773, 21.008)  0.008
O (26.107, -10.532, 11.105)  -0.143
O (17.899, -2.580, 16.230)  -0.034
O (20.539, -7.062, 10.237)  -0.029
O (21.749, -3.686, 10.916)  -0.033
O (16.501, -9.041, 13.237)  -0.037
O (17.472, -7.444, 17.985)  -0.037
O (16.801, -4.599, 17.931)  -0.070
O (23.849, -2.699, 17.285)  -0.128
O (18.041, -5.579, 10.192)  -0.049
O (27.505, -10.580, 13.615)  -0.009
O (19.397, -3.388, 9.513)  -0.045
N (19.538, -15.227, 13.127)  -0.138
N (20.344, -7.858, 13.301)  -0.144
N (24.400, -11.124, 19.852)  -0.129
N (27.388, -11.965, 13.263)  -0.127
C (18.405, -2.113, 12.647)  -0.154
C (19.328, -6.964, 15.379)  -0.014
C (29.038, -11.977, 11.517)  -0.024
C (26.355, -12.663, 14.104)  -0.461
C (23.400, -11.399, 18.816)  -0.508
C (24.184, -9.322, 17.606)  -0.167
C (25.227, -11.546, 10.631)  -0.120
C (25.045, -9.796, 19.953)  -0.479
C (23.880, -10.812, 17.504)  -0.156
C (23.424, -12.936, 18.490)  -0.015
C (22.009, -10.922, 19.097)  -0.023
C (19.788, -15.913, 11.825)  -0.468
C (20.489, -14.236, 13.685)  -0.440
C (23.618, -3.793, 16.350)  -0.144
C (21.760, -14.914, 14.362)  -0.011
C (21.751, -9.377, 11.970)  -0.014
C (26.550, -7.271, 12.079)  -0.167
C (27.450, -14.849, 13.505)  -0.157
C (26.412, -9.960, 20.571)  -0.057
C (19.714, -13.438, 14.784)  -0.042
C (20.235, -14.852, 10.820)  -0.150
C (24.973, -11.925, 13.902)  -0.013
C (20.963, -13.198, 12.599)  -0.131
C (21.425, -5.888, 14.456)  -0.136
C (22.631, -6.724, 14.731)  -0.198
C (18.134, -10.556, 16.486)  -0.166
C (21.342, -13.885, 11.296)  -0.167
C (21.536, -8.667, 13.373)  -0.422
C (29.716, -12.609, 13.962)  -0.015
C (22.831, -7.738, 13.618)  -0.078
C (26.800, -12.584, 15.568)  -0.015
C (25.296, -9.113, 18.607)  -0.144
C (28.315, -14.106, 12.487)  -0.143
C (21.325, -9.808, 14.342)  -0.037
C (20.879, -17.008, 11.827)  -0.027
C (28.621, -12.645, 12.860)  -0.474
C (20.103, -6.651, 14.050)  -0.447
C (26.142, -14.057, 13.624)  -0.151
C (24.217, -8.818, 20.886)  -0.019
C (22.673, -7.929, 7.659)  -0.187
C (18.398, -16.442, 11.314)  -0.031
C (19.317, -5.624, 13.230)  -0.032
H (19.162, -2.737, 12.171)  0.059
H (22.324, -7.397, 15.532)  0.096
H (27.877, -14.219, 11.495)  0.118
H (23.267, -7.153, 12.808)  0.102
H (26.610, -11.598, 15.991)  0.074
H (30.691, -12.450, 13.500)  0.083
H (21.464, -15.555, 15.193)  0.072
H (17.572, -5.232, 10.951)  0.031
H (26.546, -10.804, 11.914)  0.021
H (26.337, -10.327, 21.595)  0.079
H (18.472, -7.615, 15.203)  0.069
H (19.854, -5.367, 12.317)  0.069
H (20.682, -15.297, 9.931)  0.119
H (17.445, -7.793, 18.876)  0.053
H (18.264, -5.872, 13.092)  0.088
H (27.078, -9.098, 20.599)  0.092
H (17.960, -17.257, 11.890)  0.074
H (25.101, -10.843, 13.952)  0.081
H (30.019, -12.358, 11.234)  0.081
H (24.204, -11.371, 10.965)  0.058
H (25.283, -8.036, 18.775)  0.119
H (24.613, -7.818, 21.066)  0.082
H (17.288, -5.420, 17.860)  -0.025
H (20.027, -7.375, 16.108)  0.081
H (20.379, -10.344, 14.260)  0.078
H (26.281, -9.353, 18.205)  0.114
H (21.135, -5.295, 15.324)  0.111
H (19.544, -16.557, 14.467)  0.088
H (16.394, -9.958, 12.988)  0.045
H (21.890, -16.641, 11.650)  0.068
H (20.731, -7.572, 11.024)  -0.001
H (23.609, -8.381, 14.031)  0.105
H (26.609, -7.922, 12.951)  0.070
H (23.067, -3.508, 15.454)  0.068
H (24.535, -4.273, 16.009)  0.072
H (21.758, -5.173, 13.703)  0.111
H (22.757, -8.548, 6.766)  0.072
H (17.660, -15.641, 11.272)  0.082
H (16.376, -10.996, 17.193)  0.096
H (18.634, -8.696, 13.433)  0.054
H (18.559, -11.478, 16.882)  0.079
H (22.214, -14.535, 11.363)  0.096
H (29.858, -13.552, 14.490)  0.079
H (26.264, -13.270, 16.223)  0.086
H (17.391, -8.215, 17.424)  0.001
H (22.217, -4.520, 10.881)  0.011
H (26.418, -6.294, 12.544)  0.083
H (22.663, -13.088, 17.725)  0.075
H (27.859, -12.799, 15.712)  0.071
H (20.267, -12.543, 15.069)  0.062
H (21.344, -9.466, 15.377)  0.068
H (24.232, -12.183, 14.658)  0.066
H (22.205, -15.633, 13.675)  0.055
H (25.382, -14.467, 14.289)  0.121
H (23.492, -6.108, 14.991)  0.102
H (27.996, -10.681, 14.434)  0.076
H (22.223, -10.404, 14.509)  0.067
H (22.153, -8.766, 11.162)  0.061
H (25.713, -8.654, 11.143)  0.050
H (18.759, -13.104, 14.378)  0.080
H (18.496, -4.822, 9.824)  -0.018
H (22.743, -8.653, 8.471)  0.065
H (29.218, -14.716, 12.449)  0.124
H (20.175, -3.490, 10.062)  -0.011
H (25.594, -12.525, 10.939)  0.071
H (29.257, -10.919, 11.660)  0.085
H (24.473, -6.360, 10.626)  0.001
H (20.854, -17.433, 12.830)  0.073
H (24.859, -12.343, 21.145)  0.112
H (25.275, -11.354, 9.559)  0.091
H (23.191, -2.669, 17.984)  0.067
H (24.455, -12.196, 12.982)  0.054
H (21.752, -12.598, 13.052)  0.092
H (21.368, -11.132, 18.241)  0.084
H (18.610, -2.445, 15.603)  0.028
H (23.194, -8.619, 20.569)  0.062
H (27.272, -15.832, 13.067)  0.114
H (18.865, -6.106, 15.867)  0.077
H (24.761, -11.356, 17.163)  0.091
H (18.849, -9.738, 16.399)  0.066
H (23.035, -4.505, 16.935)  0.075
H (20.700, -17.813, 11.113)  0.084
H (17.837, -10.796, 15.465)  0.071
H (19.330, -0.548, 11.997)  0.073
H (17.122, -4.065, 17.205)  -0.029
H (22.519, -10.133, 12.129)  0.063
H (25.644, -14.143, 12.658)  0.113
H (28.345, -12.166, 10.696)  0.082
H (27.526, -7.270, 11.595)  0.086
H (19.407, -14.294, 10.383)  0.116
H (20.112, -12.530, 12.469)  0.115
H (24.362, -8.789, 16.671)  0.105
H (23.108, -13.536, 19.343)  0.077
H (17.590, -1.697, 16.436)  0.058
H (19.409, -14.082, 15.609)  0.077
H (26.946, -10.753, 20.048)  0.085
H (23.017, -6.726, 10.425)  0.001
H (29.605, -11.840, 14.726)  0.071
H (23.455, -7.173, 7.731)  0.073
H (19.686, -6.666, 10.411)  0.012
H (21.667, -11.381, 20.025)  0.092
H (24.396, -13.306, 18.163)  0.075
H (24.069, -9.364, 21.817)  0.073
H (18.467, -16.847, 10.305)  0.079
H (16.626, -8.580, 12.407)  0.043
H (18.064, -2.528, 13.595)  0.058
H (27.979, -14.975, 14.449)  0.108
H (23.122, -10.935, 16.731)  0.100
H (20.850, -9.866, 11.599)  0.087
H (21.887, -9.862, 19.320)  0.071
H (17.551, -1.924, 11.995)  0.089
H (21.539, -13.067, 10.603)  0.110
H (19.448, -2.489, 9.188)  0.061
H (22.191, -3.191, 11.606)  0.056
H (23.312, -8.826, 18.033)  0.103
H (21.124, -7.219, 8.545)  0.007
H (22.544, -14.211, 14.644)  0.064
H (19.251, -4.689, 13.787)  0.069